Entry from OMol25: 2 unconnected molecules or ions with the total composition C19H27BBrFN in a non-equilibrium geometry (ωB97M-V/def2-TZVPD).

HOMO level	-0.419	Eh
net charge	+1

```
50
C19H27BBrFN, DFT ωB97M-V/def2-TZVPD
Br 2.128 -1.550 -1.491
F 4.175 3.808 3.318
N -0.826 -1.783 -1.721
C 5.021 1.911 2.184
C -2.356 0.083 -1.027
C -1.766 -1.295 -3.978
C 3.938 2.694 2.547
C -0.732 -3.269 -2.047
C -0.186 2.978 1.484
C -1.373 0.977 2.065
C 4.718 0.761 1.436
C 2.303 1.215 1.474
C -2.437 1.747 2.495
C 2.610 2.389 2.208
C 0.856 0.623 1.154
C -1.207 3.747 2.013
C -0.196 1.575 1.606
C -0.632 -1.000 -3.049
C 3.407 0.458 1.065
C -2.168 -1.418 -1.108
C -0.696 -4.198 -0.882
C -2.410 3.143 2.433
B 0.324 -1.662 -0.752
H 0.324 -1.346 -3.447
H 1.835 3.059 2.582
H 0.489 0.207 0.163
H -1.412 -0.113 2.113
H -2.670 0.510 -1.993
H -1.030 -5.170 -1.239
H 3.240 -0.426 0.472
H -1.331 -3.900 -0.057
H -1.129 4.848 2.059
H -1.436 0.597 -0.696
H -1.580 -3.432 -2.680
H -1.627 -0.659 -4.861
H -2.907 -1.861 -1.770
H -2.256 -1.928 -0.141
H -2.761 -1.056 -3.613
H 0.252 -2.146 0.313
H -3.332 1.253 2.849
H 0.331 -4.309 -0.524
H -3.149 0.300 -0.289
H 6.022 2.163 2.529
H -1.775 -2.322 -4.359
H 0.152 -3.352 -2.684
H -0.561 0.064 -2.804
H 0.878 -0.297 1.755
H -3.269 3.746 2.735
H 0.675 3.498 1.025
H 5.534 0.134 1.137
```